Density functional theory data (ωB97M-V/def2-TZVPD) for a gas-phase ion, C3H4NO (charge +1) at a distorted geometry.

Computed properties:
ΔE to the lowest compared entry with this formula, charge and spin = 87.2 kcal/mol
gap between HOMO and LUMO (alpha / beta) = 0.2851 / 0.2899 Ha
total charge = +1
multiplicity = 3

Each line ends with the Löwdin spin population.
Cartesian coordinates (Å):
C (1.423213, 0.862684, -0.740435)  0.482
C (2.050768, -0.159787, -1.168489)  0.852
C (0.392287, -1.123399, 0.066794)  0.346
N (0.180630, 1.004613, -0.472999)  0.033
O (1.268671, -1.182865, -0.855356)  0.248
H (0.606508, -0.805947, 1.124885)  0.022
H (-0.414653, -1.941275, 0.088983)  0.012
H (-0.204847, 1.163638, 0.464789)  0.003
H (-0.594621, 1.004542, -1.181631)  0.003

Forces on atoms 1 to 6 (eV/Å):
0.79 4.66 -0.94
0.93 -0.58 0.42
-2.46 -2.14 3.21
-3.55 -0.04 1.04
0.83 -4.37 -1.47
0.51 0.14 -1.27